# 1
{"formula": "C37H22Cl4N7O4SV", "method": "wB97M-V/def2-TZVPD", "homo_energy_ha": [-0.117, -0.174], "e_above_lowest_kcal_mol": 6.1, "spin_multiplicity": 4, "lumo_energy_ev": [1.85, 1.73], "total_charge": -1, "s_squared": 3.77, "species": ["V", "Cl", "C", "C", "C", "N", "C", "O", "C", "C", "C", "C", "C", "N", "C", "C", "C", "Cl", "N", "C", "O", "C", "C", "C", "C", "C", "N", "H", "H", "H", "H", "H", "H", "H", "H", "H", "H", "Cl", "C", "C", "C", "Cl", "C", "O", "C", "C", "O", "C", "H", "H", "H", "N", "C", "C", "C", "C", "C", "C", "S", "N", "C", "C", "C", "C", "C", "C", "N", "H", "H", "H", "H", "H", "H", "H", "H", "H"], "positions_angstrom": [[0.61, 0.12, 0.55], [6.98, 2.25, 0.02], [5.44, 1.57, -0.39], [4.66, 1.02, 0.61], [3.41, 0.47, 0.32], [2.54, 0.01, 1.30], [3.03, -0.69, 2.34], [4.17, -1.12, 2.48], [2.02, -1.03, 3.42], [1.97, -2.34, 3.91], [1.02, -2.65, 4.86], [0.17, -1.65, 5.32], [0.32, -0.38, 4.78], [1.22, -0.07, 3.85], [2.94, 0.48, -1.01], [3.73, 1.06, -2.01], [4.97, 1.59, -1.69], [5.91, 2.29, -2.97], [1.71, -0.14, -1.18], [1.17, -0.25, -2.43], [1.42, 0.45, -3.40], [0.22, -1.41, -2.63], [-0.34, -1.60, -3.90], [-1.14, -2.70, -4.12], [-1.37, -3.58, -3.07], [-0.78, -3.30, -1.84], [0.01, -2.25, -1.63], [5.03, 1.00, 1.62], [2.66, -3.07, 3.52], [0.94, -3.66, 5.25], [-0.58, -1.84, 6.06], [-0.31, 0.44, 5.11], [3.37, 1.11, -3.02], [-0.13, -0.87, -4.67], [-1.59, -2.87, -5.09], [-2.00, -4.45, -3.18], [-0.94, -3.95, -0.99], [-4.66, -2.06, 5.28], [-3.46, -1.27, 4.30], [-3.41, 0.13, 4.31], [-2.47, 0.78, 3.56], [-2.39, 2.51, 3.59], [-1.52, 0.10, 2.74], [-0.64, 0.75, 2.10], [-1.62, -1.33, 2.75], [-0.71, -2.11, 1.99], [0.14, -1.67, 1.19], [-2.58, -1.99, 3.54], [-4.10, 0.69, 4.92], [-0.75, -3.20, 2.13], [-2.62, -3.07, 3.53], [-1.86, 2.01, -2.37], [-2.53, 1.02, -3.09], [-2.81, 1.18, -4.44], [-3.56, 0.23, -5.11], [-4.03, -0.90, -4.45], [-3.72, -1.08, -3.11], [-2.98, -0.13, -2.42], [-2.62, -0.27, -0.71], [-1.13, 0.53, -0.66], [-1.02, 1.68, -1.30], [-0.01, 2.58, -0.88], [0.19, 3.88, -1.39], [1.09, 4.72, -0.78], [1.80, 4.26, 0.35], [1.61, 2.96, 0.76], [0.76, 2.13, 0.16], [-1.51, 2.76, -2.94], [-2.44, 2.05, -4.96], [-3.77, 0.37, -6.17], [-4.61, -1.64, -4.97], [-4.05, -1.97, -2.58], [-0.38, 4.24, -2.24], [1.24, 5.72, -1.15], [2.51, 4.89, 0.86], [2.16, 2.54, 1.58]], "mulliken_spin": [2.10, 0.00, 0.00, 0.00, -0.04, -0.07, 0.01, 0.00, 0.01, 0.00, 0.00, 0.00, 0.00, 0.00, 0.06, 0.00, 0.00, 0.00, -0.02, 0.00, 0.00, 0.00, 0.00, 0.00, 0.00, 0.00, 0.01, 0.00, 0.00, 0.00, 0.00, 0.00, 0.00, 0.00, 0.00, 0.00, 0.00, 0.00, 0.00, 0.01, 0.00, 0.00, -0.01, 0.02, 0.05, 0.01, -0.06, 0.01, 0.00, 0.00, 0.00, 0.01, -0.01, 0.01, 0.00, 0.02, 0.00, 0.02, 0.02, 0.13, 0.16, 0.16, 0.09, 0.02, 0.16, -0.03, 0.10, -0.01, 0.00, 0.00, 0.00, 0.00, 0.03, 0.00, 0.01, 0.02]}

***

# 2
{"formula": "C37H23CdF4N9O3S", "method": "wB97M-V/def2-TZVPD", "homo_energy_ha": -0.265, "e_above_lowest_kcal_mol": 32.1, "lumo_energy_ev": -1.65, "total_charge": 0, "species": ["Cd", "C", "C", "C", "C", "N", "C", "C", "C", "C", "C", "C", "N", "H", "H", "H", "H", "H", "H", "H", "H", "O", "S", "O", "O", "C", "N", "C", "C", "C", "N", "C", "C", "C", "N", "C", "C", "H", "H", "H", "H", "H", "H", "C", "C", "C", "C", "C", "C", "H", "H", "H", "H", "H", "H", "H", "H", "H", "F", "C", "C", "F", "C", "C", "C", "F", "C", "C", "C", "N", "C", "N", "F", "C", "C", "N", "C", "N"], "positions_angstrom": [[0.66, 2.21, -0.35], [2.42, 6.49, -0.56], [2.03, 6.98, -1.79], [1.34, 6.16, -2.66], [1.06, 4.86, -2.27], [1.43, 4.40, -1.08], [2.09, 5.19, -0.24], [0.33, 3.89, -3.16], [-0.01, 4.21, -4.47], [-0.66, 3.28, -5.25], [-0.95, 2.04, -4.71], [-0.58, 1.80, -3.40], [0.03, 2.69, -2.64], [2.96, 7.10, 0.15], [2.26, 8.00, -2.08], [1.03, 6.54, -3.62], [2.35, 4.75, 0.71], [0.24, 5.18, -4.88], [-0.93, 3.52, -6.27], [-1.45, 1.27, -5.29], [-0.78, 0.84, -2.94], [1.19, -6.74, -1.05], [-0.01, -7.48, -0.83], [-0.46, -8.51, -1.68], [0.06, -8.17, 0.63], [-1.35, -6.28, -0.64], [-2.55, -6.74, -0.36], [-3.49, -5.80, -0.21], [-3.22, -4.45, -0.33], [-1.91, -4.08, -0.62], [-0.98, -5.03, -0.79], [-1.38, -2.70, -0.65], [0.10, -2.59, -0.62], [0.70, -1.19, -0.81], [-0.19, -0.07, -0.60], [-1.44, -0.28, -0.48], [-2.11, -1.59, -0.57], [-4.49, -6.15, 0.02], [-4.00, -3.72, -0.14], [0.58, -3.33, -1.27], [1.24, -1.02, -1.75], [-2.07, 0.59, -0.30], [-3.19, -1.58, -0.54], [-1.59, 4.98, 3.83], [-1.82, 3.49, 3.54], [-3.31, 3.25, 3.29], [-1.35, 2.65, 4.73], [-1.05, 3.11, 2.34], [-0.43, 2.78, 1.36], [-2.15, 5.28, 4.72], [-1.91, 5.60, 2.99], [-0.53, 5.18, 4.01], [-3.89, 3.54, 4.17], [-3.50, 2.20, 3.08], [-3.66, 3.83, 2.44], [-1.91, 2.93, 5.63], [-0.29, 2.81, 4.92], [-1.51, 1.59, 4.54], [1.68, -0.49, 1.35], [1.65, -1.48, 0.40], [0.72, -2.67, 0.80], [-0.19, -2.19, 1.72], [1.31, -3.95, 1.26], [2.61, -4.13, 0.94], [3.43, -3.14, 0.29], [4.67, -3.56, -0.02], [3.06, -1.87, 0.03], [3.87, -0.83, -0.52], [3.25, 0.40, -0.76], [2.68, 1.39, -0.92], [5.26, -0.92, -0.75], [6.39, -0.96, -0.97], [3.21, -5.28, 1.21], [0.48, -5.00, 1.85], [0.69, -6.30, 1.73], [0.80, -7.52, 1.70], [-0.76, -4.69, 2.51], [-1.80, -4.50, 2.96]], "lowdin_charge": [1.23, -0.04, -0.05, -0.01, -0.21, 0.02, -0.12, -0.20, 0.00, -0.04, -0.04, -0.13, 0.04, 0.11, 0.11, 0.10, 0.11, 0.10, 0.12, 0.11, 0.09, -0.24, 0.66, -0.23, -0.22, -0.37, 0.15, -0.07, 0.04, -0.18, 0.17, -0.09, -0.08, -0.16, 0.02, -0.12, 0.04, 0.12, 0.12, 0.17, 0.15, 0.11, 0.11, -0.06, -0.65, -0.06, -0.06, -0.23, -0.19, 0.08, 0.08, 0.08, 0.08, 0.08, 0.08, 0.08, 0.08, 0.08, 0.08, -0.27, -0.26, 0.08, -0.03, -0.13, -0.14, 0.10, -0.04, -0.19, -0.21, 0.07, -0.22, 0.14, 0.15, -0.13, -0.05, 0.15, -0.16, 0.20]}

***

# 3
{"formula": "C37H23Cl2N8O5Sr", "method": "wB97M-V/def2-TZVPD", "homo_energy_ha": [-0.136, -0.136], "e_above_lowest_kcal_mol": 48.0, "lumo_energy_ev": [1.28, 1.28], "total_charge": -1, "species": ["Sr", "C", "C", "C", "C", "C", "N", "C", "C", "C", "C", "C", "C", "C", "C", "N", "C", "N", "C", "N", "C", "N", "C", "N", "C", "N", "C", "C", "C", "C", "C", "C", "C", "C", "C", "C", "C", "C", "C", "C", "N", "H", "H", "H", "H", "H", "H", "H", "H", "H", "H", "H", "H", "H", "H", "H", "H", "O", "C", "O", "C", "O", "C", "C", "O", "O", "H", "H", "H", "H", "H", "Cl", "C", "Cl", "H", "H"], "positions_angstrom": [[-0.04, 0.24, 0.16], [1.37, -4.08, -4.57], [1.21, -2.97, -5.41], [0.62, -1.80, -4.95], [0.19, -1.77, -3.63], [-0.41, -0.73, -2.79], [-0.73, 0.48, -3.25], [-1.24, 1.44, -2.49], [-1.58, 2.76, -3.02], [-1.45, 3.34, -4.28], [-1.81, 4.67, -4.42], [-2.28, 5.41, -3.34], [-2.40, 4.85, -2.08], [-2.03, 3.51, -1.92], [-1.95, 2.63, -0.76], [-2.17, 3.04, 0.48], [-1.99, 2.28, 1.55], [-1.71, 0.96, 1.58], [-1.62, 0.55, 2.87], [-1.38, -0.67, 3.32], [-1.05, -1.69, 2.54], [-0.90, -1.69, 1.20], [-0.45, -2.91, 0.80], [-0.13, -3.29, -0.42], [-0.16, -2.48, -1.48], [-0.56, -1.20, -1.53], [0.34, -2.89, -2.79], [0.94, -4.05, -3.26], [-0.31, -3.79, 1.97], [0.16, -5.08, 2.12], [0.21, -5.60, 3.41], [-0.21, -4.85, 4.51], [-0.67, -3.54, 4.35], [-0.70, -3.02, 3.07], [-1.83, 1.70, 3.76], [-1.78, 1.85, 5.13], [-1.97, 3.11, 5.66], [-2.20, 4.21, 4.83], [-2.25, 4.07, 3.45], [-2.07, 2.80, 2.92], [-1.49, 1.42, -1.16], [1.85, -4.97, -4.96], [1.58, -3.02, -6.43], [0.51, -0.94, -5.59], [-1.09, 2.75, -5.11], [-1.71, 5.15, -5.39], [-2.56, 6.45, -3.49], [-2.76, 5.42, -1.23], [1.07, -4.90, -2.59], [0.48, -5.65, 1.26], [0.58, -6.60, 3.57], [-0.17, -5.28, 5.50], [-0.98, -2.95, 5.20], [-1.58, 0.99, 5.77], [-1.93, 3.26, 6.73], [-2.33, 5.19, 5.27], [-2.41, 4.92, 2.80], [1.31, 3.69, -2.11], [1.31, 2.67, -1.24], [0.81, 2.73, -0.15], [2.05, 1.46, -1.78], [2.07, 0.42, -0.84], [3.05, 0.61, 0.18], [2.59, -0.12, 1.49], [3.48, -0.66, 2.16], [1.36, -0.03, 1.73], [0.76, 4.40, -1.75], [3.06, 1.77, -2.09], [1.52, 1.12, -2.68], [3.14, 1.66, 0.45], [4.03, 0.23, -0.14], [2.98, -2.81, -0.63], [3.81, -3.40, 0.82], [5.41, -4.05, 0.43], [3.22, -4.20, 1.25], [3.93, -2.56, 1.50]], "lowdin_charge": [1.61, -0.09, -0.10, -0.03, -0.10, -0.31, 0.19, -0.32, -0.12, -0.03, -0.10, -0.10, -0.03, -0.12, -0.31, 0.20, -0.29, 0.01, -0.28, 0.21, -0.28, 0.03, -0.29, 0.18, -0.32, 0.00, -0.13, -0.04, -0.10, -0.03, -0.09, -0.09, -0.02, -0.09, -0.09, -0.02, -0.10, -0.10, -0.02, -0.10, -0.01, 0.09, 0.09, 0.11, 0.11, 0.09, 0.09, 0.11, 0.11, 0.11, 0.09, 0.09, 0.11, 0.11, 0.09, 0.09, 0.11, 0.14, -0.50, 0.08, -0.11, -0.29, -0.11, -0.66, -0.01, -0.22, 0.14, 0.15, 0.13, 0.13, 0.13, 0.64, -0.97, 0.49, 0.02, 0.00]}

***

Number 1: F_max 0.023 Eh/bohr, E_tot -143966.0256 eV. Number 2: F_max 0.005 Eh/bohr, E_tot -84557.6728 eV. Number 3: F_max 0.066 Eh/bohr, E_tot -86787.9814 eV.